Computed, not measured: a 10-piece molecular cluster, H20O10 overall at a distorted geometry, with wB97M-V/def2-TZVPD.

Cartesian coordinates (Å):
H 1.05 1.31 -0.40
H -0.44 1.03 -0.27
H 5.83 1.68 -1.03
H 4.74 0.66 -1.30
H 4.23 -1.71 0.17
H 3.54 -0.60 0.95
H -0.76 -1.14 -1.36
H -0.96 -1.62 0.07
H -1.32 -1.98 2.08
H -2.20 -1.90 3.31
H -3.70 -1.83 -2.39
H -2.38 -1.62 -3.12
H 2.11 -2.58 -0.41
H 3.26 -3.02 0.48
H -4.80 0.81 -0.12
H -4.26 1.08 -1.51
H -3.66 2.89 1.86
H -3.69 1.69 0.93
H 1.03 2.77 0.73
H 1.61 4.15 0.47
O 0.35 1.19 0.25
O 5.52 0.81 -0.75
O 4.38 -0.83 0.53
O -0.72 -0.84 -0.44
O -2.18 -2.26 2.42
O -2.78 -1.58 -2.24
O 2.43 -2.53 0.50
O -4.42 0.37 -0.88
O -3.09 2.26 1.41
O 1.30 3.36 0.02

Relative energy (zero: lowest compared OMol25 entry of this formula, charge and spin) in eV: 4.969
HOMO energy in eV: -10.03
Net charge: 0
Frontier orbital gap in Eh: 0.3756

Atom charges from the natural (NBO) analysis, given in e for atoms 1 to 4: 0.47, 0.49, 0.45, 0.47

***

Computed, not measured: a 4-piece molecular cluster, C4H16NO3 overall at a distorted geometry, with wB97M-V/def2-TZVPD.

Cartesian coordinates (Å):
C -1.23 -2.41 1.42
C -0.58 -1.08 1.47
C 0.44 -0.90 0.43
C 1.61 -1.41 0.35
N -0.05 0.00 -0.66
H -1.82 -2.71 2.17
H -1.75 -2.41 0.43
H -0.34 -3.24 1.41
H -1.45 -0.41 1.56
H -0.04 -0.84 2.39
H 2.26 -1.87 1.17
H 2.18 -1.20 -0.52
H -0.96 -0.42 -1.11
H 0.72 0.00 -1.38
H -0.27 1.08 -0.41
H -2.35 1.35 -1.93
H -2.68 -0.24 -2.16
O -2.19 0.48 -1.60
H 0.60 3.41 1.75
H 1.15 3.81 0.51
O 1.09 2.96 1.05
H 2.58 1.91 -2.36
H 1.28 2.51 -1.95
O 1.80 1.63 -2.02

Relative energy (zero: lowest compared OMol25 entry of this formula, charge and spin) in eV: 3.132
HOMO energy in eV: -13.85
Net charge: +1
Frontier orbital gap in Eh: 0.3871

Atom charges from the natural (NBO) analysis, given in e for atoms 1 to 4: -0.56, -0.49, 0.16, -0.37

***

Question: The highest frontier orbital gap belongs to which entry?
Answer: C4H16NO3